Entry 1:
Entry from the Open Molecules 2025 dataset: a single C20H30ClN3O3 molecule (ωB97M-V/def2-TZVPD).

Geometry as ORCA input:
```
! RIJCOSX wB97M-V def2-TZVPD def2/J DEFGRID3
* xyz 0 1
C 1.969 1.309 -3.494
C 1.738 0.964 -2.028
C 0.267 1.007 -1.605
C -0.272 2.436 -1.608
C 0.095 0.358 -0.226
C -1.342 0.443 0.314
C -1.504 -0.478 1.511
O -2.068 -1.562 1.413
N -0.920 -0.038 2.642
C -0.915 -0.731 3.937
C -2.339 -0.869 4.461
O -2.953 0.408 4.595
C -0.200 -2.094 3.843
C 1.283 -1.834 4.182
C 1.411 -0.321 4.423
C 2.501 0.055 5.412
C 0.000 0.072 4.863
N 0.494 -1.043 -0.242
C 1.525 -1.515 0.501
O 2.353 -0.794 1.034
C 1.603 -3.008 0.625
C 2.855 -3.593 0.776
N 3.039 -4.900 0.924
C 1.963 -5.680 0.947
C 0.675 -5.180 0.820
Cl -0.676 -6.261 0.893
C 0.478 -3.823 0.653
H 3.024 1.211 -3.752
H 1.405 0.638 -4.145
H 1.671 2.331 -3.731
H 2.132 -0.035 -1.833
H 2.306 1.645 -1.386
H -0.316 0.411 -2.322
H 0.217 3.028 -0.829
H -0.081 2.924 -2.562
H -1.348 2.472 -1.439
H 0.780 0.846 0.472
H -1.584 1.472 0.582
H -2.052 0.110 -0.446
H -0.558 0.902 2.636
H -2.910 -1.516 3.792
H -2.295 -1.343 5.446
H -3.732 0.439 4.037
H -0.648 -2.777 4.568
H -0.357 -2.538 2.864
H 1.561 -2.371 5.093
H 1.960 -2.166 3.395
H 1.631 0.157 3.463
H 2.311 -0.403 6.387
H 3.477 -0.289 5.065
H 2.559 1.136 5.554
H -0.206 1.145 4.833
H -0.170 -0.263 5.892
H -0.173 -1.707 -0.604
H 3.737 -2.964 0.776
H 2.121 -6.743 1.078
H -0.528 -3.420 0.598
*
```

As for the frontier orbital gap: 9.9465 eV. As for the SMILES: CC[C@H](C)[C@@H](CC(=O)N[C@@]1(CO)CC[C@H](C)C1)NC(=O)c1cncc(Cl)c1. For the LUMO energy, the calculation gives 0.361 eV.

=====

Entry 2:
Entry from the Open Molecules 2025 dataset: a molecular structure, C20H24MnN5S at a distorted geometry (ωB97M-V/def2-TZVPD).

Geometry as ORCA input:
```
! RIJCOSX wB97M-V def2-TZVPD def2/J DEFGRID3
* xyz 1 2
Mn 0.205 -0.391 0.747
N 2.170 -0.256 -0.500
C 3.289 0.291 0.278
C 3.384 -0.502 1.569
N 2.100 -0.478 2.268
C 1.976 0.505 3.342
C 1.134 1.676 2.895
N -0.146 1.151 2.412
H 2.041 0.275 -1.355
H 2.390 -1.206 -0.784
H 4.240 0.239 -0.255
H 3.077 1.340 0.490
H 3.628 -1.539 1.327
H 4.193 -0.105 2.188
H 1.895 -1.395 2.640
H 1.492 0.028 4.198
H 2.952 0.864 3.678
H 1.031 2.380 3.725
H 1.618 2.201 2.069
H -0.618 0.650 3.159
H -0.757 1.906 2.124
S -1.625 -4.220 2.301
C -1.296 -3.296 3.695
C -0.759 -2.078 3.387
C -0.596 -1.848 1.985
C -1.029 -2.944 1.296
C -0.980 -2.997 -0.152
C -1.544 -4.008 -0.933
C -1.476 -3.921 -2.308
C -0.842 -2.827 -2.890
C -0.302 -1.876 -2.053
N -0.352 -1.951 -0.721
H -1.516 -3.703 4.671
H -0.490 -1.374 4.169
H -2.042 -4.840 -0.454
H -1.918 -4.690 -2.927
H -0.774 -2.717 -3.963
H 0.208 -1.009 -2.462
N -0.776 0.984 -0.389
C -1.084 1.693 -1.238
C -1.500 2.610 -2.262
C -1.798 3.927 -1.910
C -2.239 4.806 -2.883
C -2.380 4.375 -4.196
C -2.073 3.066 -4.543
C -1.633 2.177 -3.579
H -1.688 4.248 -0.883
H -2.476 5.827 -2.616
H -2.734 5.062 -4.952
H -2.181 2.735 -5.567
H -1.401 1.152 -3.837
*
```

As for the frontier orbital gap (spin up / spin down): 7.5165 / 7.3334 eV. As for the expectation value of S²: 0.9355. For the LUMO energy (spin up / spin down), the calculation gives -2.624 / -2.742 eV.

=====

Entry 3:
Entry from the Open Molecules 2025 dataset: 2 unconnected molecules or ions with the total composition C4H12S at a distorted geometry (ωB97M-V/def2-TZVPD).

Geometry as ORCA input:
```
! RIJCOSX wB97M-V def2-TZVPD def2/J DEFGRID3
* xyz 0 1
C -0.209 2.214 -0.866
S 1.174 1.499 0.078
C 2.010 0.614 -1.235
H -0.736 2.944 -0.262
H 0.125 2.698 -1.786
H -0.880 1.370 -1.050
H 2.431 1.295 -1.974
H 1.365 -0.107 -1.754
H 2.791 0.013 -0.776
C -1.641 -2.140 1.486
C -2.168 -3.368 0.703
H -0.596 -2.327 1.766
H -1.554 -1.287 0.818
H -2.180 -2.009 2.418
H -3.072 -3.794 1.146
H -1.481 -4.173 0.458
H -2.564 -2.980 -0.244
*
```

As for the frontier orbital gap: 9.4557 eV. As for the SMILES: CSC.CC. For the LUMO energy, the calculation gives 0.952 eV.

=====

Entry 4:
Entry from the Open Molecules 2025 dataset: a single C13H18N4O3 molecule at a distorted geometry (ωB97M-V/def2-TZVPD).

Geometry as ORCA input:
```
! RIJCOSX wB97M-V def2-TZVPD def2/J DEFGRID3
* xyz 0 1
C 2.150 1.666 2.485
C 2.608 0.274 2.137
O 3.774 -0.008 2.004
C 1.513 -0.749 1.918
C 0.394 -0.727 2.961
C -0.801 -1.605 2.572
C -1.835 -0.881 1.707
N -1.340 -0.545 0.375
C -0.903 0.763 0.167
O -0.935 1.607 1.048
C -0.421 0.945 -1.166
C -0.431 -0.075 -2.108
N 0.072 0.359 -3.283
C 0.388 1.617 -3.065
N 0.116 2.033 -1.815
C 0.360 3.325 -1.236
N -0.899 -1.316 -1.815
C -0.894 -2.351 -2.827
C -1.369 -1.587 -0.548
O -1.791 -2.682 -0.247
H 1.218 1.916 1.985
H 2.926 2.383 2.229
H 1.984 1.716 3.560
H 1.105 -0.533 0.927
H 1.968 -1.742 1.875
H 0.036 0.292 3.107
H 0.805 -1.079 3.909
H -0.464 -2.502 2.051
H -1.320 -1.923 3.477
H -2.129 0.059 2.178
H -2.709 -1.522 1.579
H 0.819 2.255 -3.810
H -0.141 3.370 -0.271
H 1.431 3.481 -1.090
H -0.026 4.109 -1.888
H -1.469 -2.018 -3.691
H 0.130 -2.553 -3.141
H -1.340 -3.243 -2.393
*
```

As for the frontier orbital gap: 9.2561 eV. As for the SMILES: CC(=O)CCCCn1c(=O)c2c(ncn2C)n(C)c1=O. For the LUMO energy, the calculation gives 0.587 eV.

=====

Entry 5:
Entry from the Open Molecules 2025 dataset: a gas-phase ion, C5H8N (charge +1) at a distorted geometry (ωB97M-V/def2-TZVPD).

Geometry as ORCA input:
```
! RIJCOSX wB97M-V def2-TZVPD def2/J DEFGRID3
* xyz 1 1
C -1.473 0.622 1.090
N -0.218 0.496 0.421
C 1.006 0.363 0.714
C 1.510 0.049 -0.676
C 0.861 -1.187 -1.166
C 0.036 0.045 -1.141
H -1.928 1.590 0.794
H -1.401 0.700 2.247
H -2.036 -0.357 0.975
H 1.329 0.640 1.702
H 2.342 0.541 -1.174
H 1.211 -1.719 -2.009
H 0.595 -1.910 -0.374
H -0.333 0.698 -1.955
*
```

As for the frontier orbital gap: 10.6314 eV. As for the SMILES: C[N+]1=C[C@H]2C[C@H]21. For the LUMO energy, the calculation gives -4.662 eV.

=====

Entry 6:
Entry from the Open Molecules 2025 dataset: a molecular structure, C27H58CdNP3 at a distorted geometry (ωB97M-V/def2-TZVPD).

Geometry as ORCA input:
```
! RIJCOSX wB97M-V def2-TZVPD def2/J DEFGRID3
* xyz 0 1
P 2.660 2.160 -4.820
P 3.437 -1.095 -4.062
C 4.230 1.325 -5.207
C 3.997 -0.124 -5.596
H 4.916 1.404 -4.345
H 4.691 1.859 -6.052
H 3.234 -0.257 -6.382
H 4.928 -0.565 -5.978
C 5.319 -1.586 -3.849
H 5.470 -2.263 -3.005
H 5.929 -0.692 -3.726
H 5.615 -2.114 -4.762
C 3.085 -2.819 -4.631
H 3.930 -3.186 -5.229
H 2.192 -2.874 -5.262
H 2.965 -3.498 -3.775
C 3.055 3.731 -4.059
H 2.183 4.133 -3.525
H 3.345 4.446 -4.846
H 3.898 3.631 -3.360
C 1.934 2.483 -6.459
H 1.861 1.558 -7.052
H 2.554 3.208 -7.004
H 0.924 2.897 -6.341
Cd -0.697 0.320 0.288
C 3.334 -1.257 -2.229
C 3.697 0.152 -2.354
C 2.781 1.231 -1.880
C 1.455 1.405 -2.640
C 1.503 1.010 -4.149
C 1.669 -0.514 -4.289
C 0.963 -1.360 -3.223
C 1.879 -1.664 -1.995
C -1.604 1.703 -1.065
H 4.075 -1.920 -1.754
H 4.763 0.371 -2.253
H 3.344 2.179 -1.865
H 2.530 1.070 -0.810
H 0.680 0.827 -2.135
H 1.121 2.450 -2.552
H 0.529 1.274 -4.599
H 1.383 -0.813 -5.309
H 0.662 -2.321 -3.676
H 0.017 -0.901 -2.910
H 1.489 -1.182 -1.085
H 1.865 -2.744 -1.790
H -2.661 1.801 -0.770
H -1.548 1.359 -2.108
H -1.105 2.682 -0.972
C -2.865 -3.775 3.795
C -2.134 -3.150 2.595
C -1.348 -4.245 1.858
C -3.160 -2.586 1.596
P -0.977 -1.773 3.130
N -0.510 -0.968 1.837
C -1.814 -0.591 4.330
C -1.857 -1.167 5.755
C -1.048 0.747 4.337
C -3.251 -0.294 3.869
C 0.625 -2.458 3.829
C 0.376 -3.574 4.852
C 1.492 -2.997 2.677
C 1.418 -1.321 4.487
H -3.452 -4.628 3.419
H -3.568 -3.082 4.273
H -2.173 -4.165 4.552
H -2.076 -4.925 1.392
H -0.733 -3.815 1.059
H -0.725 -4.852 2.526
H -3.921 -1.960 2.073
H -2.647 -1.999 0.826
H -3.671 -3.432 1.114
H -0.862 -1.260 6.207
H -2.432 -0.463 6.378
H -2.367 -2.136 5.804
H -0.782 1.036 3.314
H -1.704 1.519 4.764
H -0.135 0.710 4.941
H -3.273 0.051 2.827
H -3.927 -1.148 3.993
H -3.643 0.520 4.497
H -0.052 -4.476 4.400
H 1.353 -3.853 5.277
H -0.261 -3.252 5.685
H 1.493 -2.274 1.853
H 2.521 -3.121 3.044
H 1.151 -3.966 2.300
H 1.519 -0.476 3.795
H 0.986 -0.980 5.435
H 2.428 -1.695 4.707
*
```

As for the frontier orbital gap: 5.2101 eV. For the LUMO energy, the calculation gives 0.257 eV.